The following is a DFT calculation (wB97M-V/def2-TZVPD) of 2 unconnected molecules or ions with the total composition C4H13NS at a distorted geometry.

The relative energy (zero: lowest compared OMol25 entry of this formula, charge and spin) comes out at 7.45 kcal per mole. The gap between HOMO and LUMO comes out at 9.7963 eV. The maximum force is 1.040 eV Å⁻¹. As for the total charge: 0. Its multiplicity is 1. As for the SMILES: CCN.CCS.

```
19
C4H13NS (wB97M-V/def2-TZVPD)
C -3.452 1.324 0.378
C -2.222 0.465 0.595
S -1.482 -0.071 -0.960
H -3.257 2.285 -0.096
H -4.236 0.854 -0.227
H -3.943 1.505 1.332
H -1.510 1.117 1.103
H -2.438 -0.354 1.278
C 2.337 -1.697 -0.699
C 2.340 -0.607 0.353
N 1.902 0.695 -0.198
H 2.316 -2.697 -0.258
H 3.141 -1.613 -1.427
H 1.378 -1.677 -1.226
H 3.303 -0.454 0.842
H 1.662 -0.881 1.166
H -0.202 -0.156 -0.613
H 2.667 1.358 -0.157
H 1.697 0.603 -1.186
```

These are the natural (NBO) partial charges, in e, on atoms 1 to 4: C -0.61; C -0.52; S -0.06; H 0.21

---

The following is a DFT calculation (wB97M-V/def2-TZVPD) of C4H10N2 in the gas phase at a distorted geometry.

The relative energy (zero: lowest compared OMol25 entry of this formula, charge and spin) comes out at 15.56 kcal per mole. The gap between HOMO and LUMO comes out at 9.7585 eV. The maximum force is 1.436 eV Å⁻¹. As for the total charge: 0. Its multiplicity is 1. As for the SMILES: [H]/N=C/NCCC.

```
16
C4H10N2 (wB97M-V/def2-TZVPD)
C 0.022 1.851 0.974
C 0.429 0.397 1.209
C -0.659 -0.531 0.619
N -0.624 -0.609 -0.810
C 0.304 -1.363 -1.462
N 0.202 -1.580 -2.721
H -0.746 2.232 1.648
H 0.825 2.584 1.000
H -0.403 1.982 -0.030
H 0.458 0.246 2.287
H 1.355 0.228 0.675
H -0.542 -1.525 1.039
H -1.612 -0.124 0.955
H -1.163 -0.035 -1.442
H 1.078 -1.825 -0.836
H 1.076 -1.928 -3.103
```

These are the natural (NBO) partial charges, in e, on atoms 1 to 4: C -0.62; C -0.41; C -0.21; N -0.63

---

The following is a DFT calculation (wB97M-V/def2-TZVPD) of a molecular structure, C2H12N3SW at a distorted geometry.

The relative energy (zero: lowest compared OMol25 entry of this formula, charge and spin) comes out at 8.41 kcal per mole. As for the expectation value of S²: 2.018. The gap between HOMO and LUMO (spin up / spin down) comes out at 6.3059 / 8.3500 eV. The maximum force is 3.787 eV Å⁻¹. As for the total charge: +1. Its multiplicity is 3.

```
19
C2H12N3SW (wB97M-V/def2-TZVPD)
C -1.240 -1.079 -2.128
W 0.200 0.116 -1.290
N 1.730 0.917 -2.490
H 0.720 -1.208 -0.420
H -1.215 0.856 -0.789
H -2.172 -1.240 -1.589
H -0.742 -2.036 -2.315
H -1.458 -0.615 -3.098
H 2.655 0.565 -2.221
H 1.805 1.943 -2.455
H 1.642 0.693 -3.488
N 0.263 -0.939 2.978
C -0.131 0.199 2.397
N -0.885 1.062 3.087
S 0.527 0.809 0.825
H -0.022 -1.146 3.933
H 0.836 -1.616 2.485
H -1.157 1.929 2.633
H -1.357 0.789 3.944
```

These are the natural (NBO) partial charges, in e, on atoms 1 to 4: C -1.03; W 0.77; N -1.09; H -0.08